C10H16N2O | ωB97M-V/def2-TZVPD

Properties
frontier orbital gap: 9.627 eV
E_tot: -575.16224 a.u.
highest occupied orbital energy: -8.64 eV
strongest force on any atom: 0.1210 hartree/bohr

Last column: Löwdin charge in e.
Atoms and positions in Å:
C 3.900 0.322 -0.059  -0.096
C 3.424 -0.862 0.510  -0.085
C 2.965 1.304 -0.468  -0.061
C 2.027 -1.098 0.764  -0.055
C 1.596 1.019 -0.339  -0.054
C 1.148 -0.165 0.254  -0.056
C -2.342 2.778 0.012  -0.072
C -2.052 -2.393 0.501  -0.079
C -0.818 -1.714 -1.480  -0.085
C -1.620 1.637 0.758  -0.294
N -0.688 -0.480 0.547  -0.004
N -0.912 -1.673 -0.056  -0.274
O -1.374 0.574 -0.142  -0.150
H 4.906 0.475 -0.079  0.063
H 4.178 -1.600 1.037  0.134
H 3.423 2.215 -0.750  0.087
H 1.879 -1.987 1.339  0.095
H 0.762 1.670 -0.586  0.095
H -2.294 3.680 0.440  0.019
H -1.881 2.821 -1.102  0.136
H -3.342 2.480 -0.015  0.042
H -2.184 -3.474 0.116  0.112
H -2.186 -2.247 1.614  0.100
H -2.980 -1.990 0.205  0.043
H -1.035 -2.581 -1.967  0.053
H -1.528 -1.134 -2.037  0.077
H 0.051 -1.257 -1.888  0.079
H -2.229 1.480 1.725  0.140
H -0.795 2.203 1.146  0.088

C4H5N3 | ωB97M-V/def2-TZVPD

Properties
frontier orbital gap (spin up / spin down): 8.126 / 8.127 eV
E_tot: -319.52600 a.u.
highest occupied orbital energy (spin up / spin down): -7.88 / -7.88 eV
strongest force on any atom: 0.0118 hartree/bohr

Last column: Löwdin charge in e.
Atoms and positions in Å:
N 1.098 -0.021 0.546  0.044
C 0.924 -0.302 -1.261  -0.147
N -0.096 -1.355 -1.112  0.030
C -0.773 -1.151 -0.051  -0.145
C -0.343 0.148 0.651  -0.280
C -0.535 1.206 -0.450  -0.144
N 0.133 0.914 -1.496  0.030
H 1.693 0.788 0.701  0.134
H 1.515 -0.853 0.953  0.133
H -1.606 -1.779 0.272  0.107
H -0.786 0.356 1.628  0.130
H -1.223 2.051 -0.381  0.107

H24O12 | ωB97M-V/def2-TZVPD

Properties
frontier orbital gap: 7.028 eV
E_tot: -916.69078 a.u.
highest occupied orbital energy: -7.77 eV
strongest force on any atom: 0.1807 hartree/bohr

Last column: Löwdin charge in e.
Atoms and positions in Å:
O 0.097 -0.230 -0.249  -0.035
H -0.305 0.095 0.557  0.007
H -0.365 0.230 -0.950  0.047
O 2.482 -1.136 -0.882  -0.071
H 1.913 -1.101 -0.113  -0.025
H 1.936 -0.814 -1.599  -0.151
O 0.819 2.312 1.346  0.023
H 0.703 3.256 1.235  0.118
H -0.069 1.972 1.455  -0.045
O -0.957 -1.576 1.497  0.071
H -1.621 -1.637 0.811  0.146
H -1.124 -2.331 2.061  0.163
O 1.062 -0.834 -2.480  0.052
H 1.260 -1.428 -3.204  0.153
H 0.171 -0.531 -2.655  -0.215
O -2.013 1.550 -1.189  -0.028
H -1.750 2.450 -0.996  0.075
H -1.878 1.458 -2.132  0.039
O 0.247 -2.479 -1.489  -0.058
H 0.626 -1.840 -2.092  -0.207
H 0.167 -2.008 -0.659  -0.013
O -1.470 2.230 1.177  -0.061
H -1.880 1.594 0.590  0.032
H -1.118 1.703 1.894  -0.127
O 1.791 0.430 1.752  -0.011
H 2.578 0.749 2.194  0.104
H 1.274 1.218 1.585  -0.133
O 1.104 -1.643 1.720  -0.073
H 1.584 -0.838 1.523  -0.117
H 0.215 -1.475 1.406  -0.200
O -0.807 -0.293 -3.041  0.161
H -1.396 -0.573 -2.340  0.113
H -1.293 0.390 -3.503  0.128
O -0.711 0.615 1.950  -0.029
H -0.890 -0.324 1.997  0.003
H -0.382 0.840 2.820  0.165